15
Properties=species:S:1:pos:R:3:nbo_charge:R:1 method="wB97M-V/def2-TZVPD" e_lumo_ev=-4.597 orbital_gap_ha=0.2857 e_homo_ev=-12.4 e_above_lowest_kj_mol=241.4 total_charge=+1
C -1.457 0.349 -1.110 -0.73
S -0.718 -1.111 -0.246 -0.01
S 1.258 -1.657 -0.804 -0.18
H -1.115 1.141 -0.495 0.22
H -1.386 0.049 -2.128 0.27
H -2.498 0.140 -1.010 0.25
H 0.776 -2.975 -0.882 0.22
N -0.813 1.707 1.935 -0.74
C 0.318 2.087 1.249 0.40
N 0.937 1.493 0.166 -0.72
H -0.903 0.700 2.092 0.46
H -1.281 2.477 2.374 0.45
H 0.785 3.136 1.406 0.24
H 1.108 0.543 -0.177 0.45
H 1.840 2.056 0.077 0.43



15
Properties=species:S:1:pos:R:3:nbo_charge:R:1 method="wB97M-V/def2-TZVPD" e_lumo_ev=-3.488 orbital_gap_ha=0.3276 e_homo_ev=-12.4 e_above_lowest_kj_mol=10.5 total_charge=+1
C -1.838 2.974 0.193 -0.74
S -0.412 1.870 0.259 0.07
S -1.300 0.161 0.999 -0.17
H -2.172 3.186 1.204 0.23
H -2.641 2.542 -0.392 0.23
H -1.532 3.915 -0.247 0.25
H -0.833 0.225 2.257 0.14
N 0.950 -2.941 -0.433 -0.71
C 1.511 -1.885 -0.939 0.40
N 1.530 -0.713 -0.365 -0.69
H 0.528 -3.015 0.490 0.43
H 0.985 -3.826 -0.917 0.44
H 2.064 -1.940 -1.865 0.23
H 1.961 0.073 -0.822 0.44
H 1.197 -0.626 0.580 0.43



15
Properties=species:S:1:pos:R:3:nbo_charge:R:1 method="wB97M-V/def2-TZVPD" e_lumo_ev=-3.685 orbital_gap_ha=0.3151 e_homo_ev=-12.3 e_above_lowest_kj_mol=123.6 total_charge=+1
C -0.278 0.473 1.310 -0.28
C 0.881 1.374 0.661 -0.31
N -1.109 -0.228 0.310 -0.85
N -0.198 -1.691 -1.700 -0.89
S 1.586 2.622 1.588 0.19
S 1.503 0.933 -0.792 -0.06
H 0.192 -0.103 2.030 0.23
H -0.914 1.152 1.883 0.22
H -0.530 -0.963 -1.022 0.46
H 0.014 -2.509 -1.222 0.42
H 0.569 -1.426 -2.362 0.46
H -1.245 -1.156 0.776 0.39
H -1.039 -1.888 -2.310 0.43
H 2.523 3.081 0.660 0.19
H -1.956 0.330 0.188 0.41